Record 1
{
  "formula": "C2H7N2O2",
  "method": "ωB97M-V with the def2-TZVPD basis set",
  "lumo_ev": -6.3976,
  "charge": 1,
  "e_above_lowest_kcal_mol": 131.7,
  "largest_force_ev_per_a": 4.00,
  "symbols": ["H", "C", "H", "C", "H", "O", "N", "H", "H", "H", "H", "O", "N"],
  "positions_angstrom": [[0.608580, -1.405147, -0.491052], [-1.625348, 0.837562, -0.393848], [-5.034636, 0.187225, 2.109765], [1.649933, -1.173631, -0.422176], [0.196554, 0.731193, 0.095816], [3.181322, 0.426807, 0.025047], [1.102297, 1.043946, -0.244370], [2.087244, -1.503591, -1.362779], [1.385576, 2.042621, -0.174618], [-5.705877, 0.282623, 1.888688], [2.170469, -1.757853, 0.345792], [-2.075798, 0.154386, -1.145033], [2.059678, 0.133857, -0.231227]],
  "atomic_forces_ev_per_a": [[-0.7083, 0.5734, 0.2757], [-0.0947, 0.5306, 0.7361], [1.0718, -0.1542, 0.3637], [1.0371, -3.7269, -0.4236], [-0.1109, 0.2795, -0.3139], [0.3793, -0.1189, -0.7703], [1.1382, 0.6315, -0.1123], [0.1620, 0.0098, -0.2184], [-0.0640, -1.0604, 0.1982], [-1.0669, 0.1544, -0.3650], [-0.3272, -0.0397, -0.1053], [-0.7107, -0.6714, -0.8648], [-0.7057, 3.5924, 1.6001]]
}


Record 2
{
  "formula": "C40H45BCsN11OSi",
  "method": "ωB97M-V with the def2-TZVPD basis set",
  "lumo_ev": 3.7019,
  "charge": -2,
  "e_above_lowest_kcal_mol": 30.8,
  "largest_force_ev_per_a": 4.14,
  "symbols": ["N", "C", "H", "C", "C", "Cs", "C", "H", "C", "C", "H", "C", "H", "H", "H", "N", "H", "C", "C", "H", "C", "C", "C", "C", "C", "N", "C", "H", "O", "H", "C", "C", "H", "C", "H", "H", "H", "C", "N", "C", "H", "C", "H", "H", "N", "H", "H", "C", "H", "C", "C", "H", "C", "H", "H", "H", "C", "H", "C", "C", "N", "C", "H", "C", "C", "C", "H", "H", "B", "H", "H", "C", "H", "N", "H", "H", "N", "H", "C", "N", "H", "H", "H", "H", "C", "C", "N", "H", "C", "C", "H", "H", "H", "C", "Si", "N", "H", "H", "C", "H"],
  "positions_angstrom": [[-20.399177, -0.735585, -9.379807], [-20.798465, 1.321999, -6.017633], [-15.426057, -2.469796, -4.575923], [-20.130651, -6.497583, -8.755912], [-25.420600, -4.680308, -7.377295], [-21.428537, -2.811418, -6.443567], [-16.632789, -1.203316, -5.942183], [-19.452978, -7.316803, -9.019144], [-23.717960, -1.815567, -2.466399], [-19.272623, 1.832175, -7.571139], [-28.273995, -1.340481, -0.819410], [-17.690744, -0.983305, -1.057827], [-21.567967, 1.320040, -5.255701], [-25.325129, -1.518147, -8.837156], [-17.464380, -0.293783, -8.683772], [-23.563618, -0.598809, -5.246089], [-26.602213, 0.023108, -2.793110], [-24.783156, -1.028477, -3.086575], [-27.380677, -1.082064, -0.232959], [-22.473120, -7.964112, -10.975449], [-25.419040, 0.220768, -6.381592], [-20.989658, -0.619418, -2.817734], [-21.396419, -2.001674, -2.873625], [-18.939422, -1.321726, -1.789774], [-24.283880, -8.760969, -5.573923], [-19.141396, 0.539824, -7.208610], [-24.885594, -3.422838, -8.038870], [-19.507475, -5.565025, -1.512682], [-23.697446, -3.135226, -8.044018], [-21.275482, -10.353069, -4.835649], [-25.900034, -0.661524, -2.308581], [-16.269607, -2.372139, -5.277826], [-17.236768, -1.914261, -0.734617], [-19.222951, -2.632491, -2.037214], [-19.341733, 0.736448, -2.306560], [-22.435947, -6.567962, -4.563893], [-26.176879, -5.151005, -7.989429], [-22.505297, -8.082009, -7.173651], [-18.097552, -2.798011, -6.551621], [-20.071644, -2.701303, -10.504141], [-26.203084, -2.854172, -9.594472], [-21.045350, -6.570688, -2.759325], [-26.852087, -0.120995, -4.647285], [-20.978650, -8.694917, -10.446851], [-22.675777, -2.272483, -3.157566], [-19.980429, -5.682128, -9.449207], [-24.518474, -5.370843, -7.311450], [-17.228278, -3.333875, -5.651977], [-26.746674, -2.281344, -8.028588], [-24.011454, -0.084030, -6.428111], [-25.028845, -1.862272, -0.415670], [-17.259340, -4.422966, -5.428353], [-23.906288, -2.220757, -1.087583], [-20.542176, -8.998457, -6.781161], [-18.458660, -3.412317, -1.811162], [-22.555840, -9.388591, -9.878014], [-19.101045, -2.593322, -9.499565], [-21.871367, -1.309948, -10.874062], [-26.100853, -1.132073, -1.028663], [-20.297987, -5.496428, -2.299669], [-21.576471, -4.713082, -3.997191], [-20.902194, -1.543993, -10.342083], [-27.618773, -0.072876, 0.230090], [-19.738741, -0.285119, -2.302628], [-23.792787, -7.982281, -6.646507], [-20.277282, 2.422583, -6.801935], [-16.903863, -0.483354, -1.663065], [-23.348432, -0.052999, -7.274836], [-18.346312, -0.671683, -7.935906], [-25.827352, -4.435129, -6.354819], [-27.173942, -1.744528, 0.576115], [-23.387726, -9.659614, -5.041694], [-18.383428, -3.270761, -9.003391], [-24.743389, -0.592605, -4.397919], [-23.104118, -2.784350, -0.651499], [-20.986985, -7.599734, -2.393239], [-17.790885, -1.504789, -6.728560], [-24.438244, -7.287536, -7.148639], [-21.800192, -6.048436, -3.850301], [-20.681683, -4.381123, -3.026210], [-23.817696, -10.455815, -4.412531], [-26.057387, 0.561087, -7.180534], [-20.564255, 3.462085, -6.814820], [-25.047638, -2.034682, 0.647596], [-25.842120, -0.131496, -5.127095], [-21.995599, -8.481544, -10.103128], [-20.153798, 0.175544, -6.307238], [-16.221623, -0.139572, -6.081243], [-22.016509, -9.684990, -5.369157], [-21.601741, -8.941424, -6.551429], [-25.235540, -8.535048, -5.093156], [-20.195186, -3.366474, -11.368221], [-17.801252, -0.310357, -0.177122], [-20.389680, -3.039699, -2.733893], [-21.996676, -7.173337, -8.740659], [-19.308514, -1.356157, -8.897958], [-19.854646, -6.097265, -7.786773], [-18.692301, 2.257777, -8.384185], [-25.829608, -2.452027, -8.639152], [-21.743505, 0.150110, -2.976273]],
  "atomic_forces_ev_per_a": [[-0.5051, -0.6850, -0.7905], [1.2795, 0.0714, -1.1177], [-0.6495, -0.0154, -0.5030], [-0.6709, -1.2047, 0.4932], [1.6706, -0.1631, 0.6024], [0.4583, 0.1562, 0.2245], [-1.6139, 0.9067, -2.0370], [0.3506, 0.0101, 0.0389], [-0.7656, 0.0748, -0.6433], [-0.4262, -0.0154, 0.7025], [0.2898, -0.2959, 0.2534], [1.3373, 0.6054, 0.3167], [0.0048, -0.0348, -0.2209], [0.0972, 0.2042, 0.0220], [0.3006, 0.4648, 0.6265], [-2.9895, 1.1684, -0.1789], [-0.1055, -0.3513, 0.5094], [0.6668, -0.8785, 2.7952], [-0.1374, 2.1233, -0.2363], [0.2311, -0.6748, 0.6242], [0.8925, -0.4052, 0.0170], [0.9490, -0.3553, 1.2328], [-0.0998, -0.3732, -0.3894], [0.5720, 1.4976, -0.1645], [1.1765, 1.3192, -1.2387], [-1.1485, -1.0318, -0.4708], [1.0003, 0.2842, 0.7381], [-1.0163, 0.7290, -0.8298], [-1.1872, -0.5864, -0.1055], [-1.1094, 0.7077, -0.6767], [0.1822, -0.1121, -0.7650], [0.2286, 0.9369, 0.2936], [0.2080, -0.0935, 0.3737], [-0.4535, -2.2022, -1.3333], [-0.3984, -0.2675, 0.2161], [0.0978, 0.1688, 0.2598], [-0.3397, -0.0951, -0.0892], [1.1464, -1.0770, 0.1987], [0.4478, -0.6948, 0.8878], [-0.4749, 0.6126, 0.0014], [0.1420, -0.0031, 0.1273], [0.2694, 0.4346, -0.6127], [1.2429, 0.0152, -0.8380], [0.1495, -0.4378, 0.1121], [-0.0680, -0.3510, -0.3850], [-0.2782, 0.1157, -0.3907], [-1.2133, 0.7962, 0.0732], [-0.5752, 0.1927, -1.2652], [0.7100, -0.1361, -0.1860], [-0.9516, -0.8784, 2.2725], [-0.7469, 0.8389, -0.3724], [-0.1601, 1.1494, -0.0745], [0.0907, 1.2402, -1.6383], [-0.1046, 0.1207, -0.4335], [-0.6293, 0.6667, 0.0179], [0.0349, -0.1353, -0.0307], [-0.5789, 1.1971, 0.1291], [1.4791, -0.1336, 0.7230], [0.8898, -0.6503, 0.7551], [-0.2132, -0.3143, 0.2838], [0.2069, -1.7875, 0.8365], [0.5945, 0.1365, 0.2124], [0.3440, -0.8300, -0.4968], [-0.7334, -0.7686, -0.1467], [-0.5352, -0.3102, 0.4550], [0.0635, -1.4570, 0.2661], [-0.5050, -0.1914, -0.0649], [0.2199, 0.1781, -0.0089], [-0.4401, 1.7149, 0.9869], [0.3900, -0.1985, -0.9931], [-0.6565, -0.6395, 0.6860], [0.5514, -1.4817, 1.1366], [-0.3663, 0.4648, -0.9040], [0.8192, 0.7438, -3.9943], [0.2221, -0.1510, 0.2309], [-0.0514, 0.5290, -0.3051], [2.6062, -0.8899, 1.1631], [-0.3149, 0.2456, -0.0320], [0.6718, 1.3774, 0.2762], [-0.0009, -1.6673, 0.4119], [0.5336, 0.6059, 0.4036], [0.1210, 0.0792, -0.0350], [-0.1302, -0.0816, 0.0472], [-0.4329, -0.4336, 0.2999], [0.6023, -0.5116, 1.3111], [-0.1171, 0.4652, -1.2782], [1.0560, 1.8910, -0.3822], [-0.5088, -2.0323, 0.6273], [0.2231, 0.0644, -1.8762], [-0.6355, -0.8741, 3.4188], [-0.0369, -0.4859, -0.4594], [0.1582, -0.2042, 1.0155], [-0.2844, -0.5238, -0.3932], [0.2177, 2.6676, 0.7778], [-0.8037, 2.8220, -0.7959], [-0.8077, -2.3013, -0.1425], [0.1567, 0.0073, 0.4216], [0.0836, -0.1603, 0.3217], [-1.6219, 0.1200, -0.4841], [0.1559, -0.2869, -0.4182]]
}


Record 3
{
  "formula": "C2H4N4O",
  "method": "ωB97M-V with the def2-TZVPD basis set",
  "lumo_ev": 0.2570,
  "smiles": "Nc1nc(=O)[nH][nH]1",
  "e_above_lowest_kcal_mol": 44.0,
  "largest_force_ev_per_a": 7.05,
  "symbols": ["N", "H", "H", "H", "H", "O", "C", "C", "N", "N", "N"],
  "positions_angstrom": [[-0.069412, 1.020643, -0.165829], [-0.535781, 1.819183, 0.339730], [2.045581, 1.564943, -0.165155], [-2.845774, 0.036856, -0.062611], [-2.154721, -1.662998, -0.215548], [2.742221, -0.904354, 0.010163], [-0.535752, -0.318708, 0.006583], [1.529338, -0.515861, -0.046406], [-1.884905, -0.669876, 0.099763], [0.384158, -1.259853, 0.033192], [1.325046, 0.890028, 0.166117]],
  "atomic_forces_ev_per_a": [[-0.7817, 0.2568, 0.9877], [0.4845, -1.5614, -0.5683], [-1.2729, -0.8990, -0.2078], [4.5464, -2.4397, 0.5535], [1.1289, 2.2507, 0.8237], [-3.9053, 0.6056, -0.9161], [-1.6706, 0.1065, -0.4838], [6.6510, -0.1700, 2.3386], [-3.5181, 1.0787, -1.2531], [-0.7421, 2.0361, -0.6706], [-0.9201, -1.2643, -0.6037]]
}